A molecular structure, C26H41Hg2NO18S2, computed with wB97M-V/def2-TZVPD.

As for the charge: +2. The value obtained for the highest occupied orbital energy is -14.00 eV. The total energy comes out at -95958.9703 eV. The value obtained for the maximum force is 5.2 eV/A. As for the multiplicity: 1. The gap between HOMO and LUMO comes out at 0.0753 hartree. The relative energy (zero: lowest compared OMol25 entry of this formula, charge and spin) comes out at 327.85 kJ/mol.

Each line ends with the Mulliken charge.
Geometry (Å):
Hg: -23.054 1.220 -8.023  1.495
Hg: -20.351 2.284 -6.568  0.753
C: -20.394 -2.290 -6.549  -0.150
C: -20.291 -0.835 -6.899  -0.020
O: -21.390 -0.015 -6.976  -0.219
H: -19.379 -2.677 -6.642  0.194
H: -21.138 -2.850 -7.115  0.096
H: -20.571 -2.442 -5.484  -0.272
H: -19.824 -0.851 -7.883  0.054
H: -19.599 -0.343 -6.215  -0.013
C: -16.098 2.109 -5.292  -0.957
C: -17.155 1.738 -6.429  0.925
O: -18.011 2.648 -7.027  -0.520
H: -15.592 1.230 -4.892  0.243
H: -16.603 2.569 -4.444  0.333
H: -15.388 2.816 -5.722  0.384
H: -17.701 0.975 -5.874  -0.455
H: -16.506 1.171 -7.097  0.205
C: -22.295 -1.459 -3.519  0.089
C: -23.265 -0.767 -4.401  0.586
O: -24.506 -1.319 -3.978  -0.414
S: -24.507 -2.633 -3.038  1.115
O: -25.228 -3.773 -3.567  -0.458
O: -24.672 -2.159 -1.662  -0.515
O: -22.884 -2.706 -3.327  -0.352
H: -22.218 -0.926 -2.571  0.345
H: -21.314 -1.659 -3.950  -0.248
H: -23.172 -1.116 -5.429  -0.335
H: -23.136 0.310 -4.295  0.236
C: -22.835 -7.453 -8.942  -0.276
C: -21.389 -7.313 -9.242  -0.431
O: -21.082 -5.974 -9.400  -0.160
S: -22.339 -5.086 -9.794  0.899
O: -22.653 -5.189 -11.237  -0.601
O: -22.254 -3.703 -9.251  -0.406
O: -23.378 -6.094 -8.900  -0.285
H: -23.012 -7.938 -7.982  0.344
H: -23.135 -8.172 -9.704  0.280
H: -21.156 -7.770 -10.204  0.362
H: -20.833 -7.717 -8.397  0.231
C: -17.813 -2.951 -3.497  -0.386
C: -17.006 -3.617 -2.517  -0.587
C: -15.659 -3.265 -2.323  -0.670
C: -15.141 -2.278 -3.224  -0.058
C: -15.833 -1.573 -4.151  -0.793
C: -17.225 -1.960 -4.307  0.235
N: -13.664 -2.099 -3.155  0.939
O: -13.046 -1.452 -4.039  -0.572
O: -13.045 -2.645 -2.246  -0.549
H: -18.729 -3.452 -3.774  0.485
H: -17.327 -4.438 -1.894  0.420
H: -15.023 -3.769 -1.610  0.516
H: -15.312 -0.774 -4.658  0.608
H: -17.715 -1.529 -5.168  0.243
O: -17.474 -7.781 -5.934  -0.549
C: -17.592 -6.806 -6.665  0.297
O: -18.577 -6.759 -7.779  -0.360
C: -18.420 -5.475 -8.511  0.193
C: -17.122 -4.846 -8.065  -0.630
C: -16.909 -5.432 -6.675  0.043
H: -19.347 -4.924 -8.355  -0.171
H: -18.291 -5.483 -9.593  0.364
H: -16.923 -3.799 -8.294  0.323
H: -16.287 -5.309 -8.591  0.376
H: -17.400 -4.978 -5.814  -0.254
H: -15.878 -5.549 -6.339  0.458
O: -24.449 -0.604 -7.497  -0.636
C: -24.931 -1.685 -7.769  0.332
O: -25.600 -1.833 -8.964  -0.403
C: -25.872 -3.293 -9.192  -0.210
C: -25.939 -3.760 -7.713  -0.733
C: -24.828 -2.976 -6.953  0.219
H: -25.076 -3.668 -9.836  0.050
H: -26.781 -3.241 -9.791  0.332
H: -25.850 -4.839 -7.587  0.363
H: -26.964 -3.628 -7.367  0.385
H: -23.868 -3.490 -6.921  0.337
H: -25.052 -2.500 -5.999  -0.027
O: -17.291 -0.174 -13.852  -0.586
C: -17.447 -0.398 -12.618  0.438
O: -18.513 0.082 -12.023  -0.352
C: -18.306 0.392 -10.623  -0.047
C: -17.304 -0.706 -10.185  -0.181
C: -16.544 -1.025 -11.526  -0.388
H: -19.158 0.428 -9.944  0.008
H: -17.829 1.372 -10.595  0.285
H: -17.901 -1.513 -9.762  -0.006
H: -16.579 -0.422 -9.422  0.227
H: -16.577 -2.092 -11.747  0.271
H: -15.605 -0.486 -11.403  0.318

=====

5 unconnected molecules or ions with the total composition C5H22N2O4S, computed with wB97M-V/def2-TZVPD.

As for the charge: +1. As for the expectation value of S²: 0.7539. The value obtained for the highest occupied orbital energy (spin up / spin down) is -12.07 / -12.04 eV. The total energy comes out at -27533.9204 eV. The value obtained for the maximum force is 6.1 eV/A. As for the multiplicity: 2. The gap between HOMO and LUMO (spin up / spin down) comes out at 0.2864 / 0.0995 hartree.

Each line ends with the Mulliken charge.
Geometry (Å):
C: -1.030 -0.631 -0.682  -0.654
N: 0.119 -1.456 -0.280  -0.364
C: 1.336 -1.402 -1.325  -0.919
C: 0.893 -2.105 -2.587  -0.343
S: 1.506 -1.028 -4.008  0.235
C: -0.683 0.831 -0.162  -0.427
N: -0.451 2.029 -1.061  -0.439
C: -1.406 3.245 -0.719  -0.920
H: -1.992 -0.964 -0.383  0.482
H: -1.407 -0.510 -1.777  0.349
H: -0.170 -2.492 -0.156  0.425
H: 1.468 -0.370 -1.584  0.387
H: 2.271 -1.900 -0.931  0.291
H: -0.202 -2.244 -2.606  0.406
H: 1.254 -3.196 -2.704  0.447
H: 1.913 -0.153 -3.122  0.355
H: 0.167 0.961 0.400  -0.213
H: -1.342 1.127 0.551  0.745
H: -0.365 1.676 -2.040  0.225
H: -0.801 4.094 -1.135  0.339
H: -1.847 3.275 0.307  0.278
H: -2.301 3.329 -1.297  0.379
H: -1.782 -1.663 2.423  0.353
H: -3.177 -2.389 2.197  0.263
O: -2.625 -1.720 1.991  -0.569
H: 1.254 3.313 2.203  0.290
H: 0.829 2.564 0.767  0.366
O: 0.911 2.563 1.824  -0.643
H: 1.855 0.252 2.165  0.356
H: 2.049 0.479 3.714  0.366
O: 2.289 -0.195 2.949  -0.784
H: 1.056 -1.444 2.810  0.496
H: -0.012 -1.706 1.713  0.196
O: 0.424 -2.168 2.546  -0.752

=====

A molecular structure, C30H33ClN8O5RhS, computed with wB97M-V/def2-TZVPD.

As for the charge: +1. The value obtained for the highest occupied orbital energy is -11.11 eV. The total energy comes out at -80165.9815 eV. The value obtained for the maximum force is 0.4 eV/A. As for the multiplicity: 1. The gap between HOMO and LUMO comes out at 0.2628 hartree. The relative energy (zero: lowest compared OMol25 entry of this formula, charge and spin) comes out at 47.00 kJ/mol.

Each line ends with the Mulliken charge.
Geometry (Å):
Rh: 2.809 -0.490 0.688  -0.117
N: 3.368 -0.350 -3.466  -0.096
C: 3.652 -0.164 -2.116  -0.120
N: 2.561 -0.443 -1.271  0.431
C: 1.527 -1.234 -1.615  0.436
N: 0.680 -1.706 -0.699  -1.558
N: 1.148 -1.472 0.548  1.197
C: 0.646 -1.961 1.624  -0.296
C: 1.387 -1.678 2.857  0.657
C: 0.983 -2.139 4.098  -0.978
C: 1.775 -1.862 5.205  -0.386
C: 2.941 -1.135 5.043  -0.926
C: 3.285 -0.700 3.773  -0.130
N: 2.530 -0.962 2.712  0.179
C: 1.343 -1.574 -3.011  0.847
C: 0.262 -2.337 -3.464  -0.226
C: 0.144 -2.646 -4.799  -0.980
C: 1.119 -2.201 -5.695  -0.457
C: 2.198 -1.457 -5.265  -0.892
C: 2.319 -1.136 -3.913  0.127
H: 4.086 -0.098 -4.125  0.296
H: 4.055 0.827 -1.918  0.160
H: -0.244 -2.580 1.601  0.605
H: 0.070 -2.711 4.184  0.610
H: 1.482 -2.219 6.183  0.459
H: 3.586 -0.909 5.879  0.424
H: 4.189 -0.135 3.587  0.541
H: -0.465 -2.680 -2.741  0.548
H: -0.690 -3.235 -5.153  0.437
H: 1.035 -2.447 -6.745  0.420
H: 2.951 -1.122 -5.967  0.417
O: 6.482 -1.635 -0.055  -0.574
S: 5.161 -1.171 -0.191  1.056
O: 4.090 -2.065 0.387  -0.392
O: 4.823 0.169 0.406  -0.565
O: 4.835 -1.060 -1.721  -0.401
C: -1.766 4.077 -1.928  -2.108
C: -2.119 2.671 -1.429  2.415
C: -1.005 1.725 -1.914  -1.994
C: -3.428 2.231 -2.100  -1.880
C: -2.339 2.704 0.120  1.927
O: -3.304 3.713 0.444  -0.699
C: -2.885 1.404 0.766  -1.791
C: -2.318 0.012 0.453  1.146
C: -2.730 -0.996 1.499  -0.225
C: -3.505 -2.103 1.176  -0.127
C: -3.852 -3.045 2.135  -0.925
C: -3.422 -2.876 3.439  0.389
Cl: -3.842 -4.045 4.646  -0.204
C: -2.659 -1.773 3.795  -1.242
C: -2.320 -0.846 2.824  0.333
C: -1.167 3.306 0.936  -2.524
N: 0.144 2.679 0.814  1.087
C: 0.535 1.486 1.236  -1.162
N: 1.773 1.265 0.821  0.439
C: 2.107 2.401 0.147  -0.750
N: 1.136 3.273 0.117  -0.950
H: -1.735 4.074 -3.019  0.486
H: -0.781 4.395 -1.580  0.385
H: -2.502 4.813 -1.610  0.397
H: -1.017 1.726 -3.006  0.711
H: -1.127 0.692 -1.601  0.085
H: -0.012 2.067 -1.622  0.437
H: -3.302 2.254 -3.183  0.501
H: -4.260 2.901 -1.874  0.465
H: -3.716 1.215 -1.826  0.257
H: -4.166 3.446 0.107  0.576
H: -3.955 1.365 0.543  0.430
H: -2.839 1.569 1.847  0.445
H: -1.231 0.021 0.386  -1.299
H: -2.656 -0.332 -0.524  0.849
H: -3.837 -2.241 0.154  0.447
H: -4.453 -3.905 1.874  0.459
H: -2.353 -1.642 4.825  0.481
H: -1.736 0.021 3.118  0.340
H: -1.455 3.297 1.986  0.489
H: -1.031 4.340 0.635  0.463
H: -0.063 0.823 1.836  1.104
H: 3.070 2.558 -0.309  0.583

=====

> The highest multiplicity belongs to which entry?

C5H22N2O4S

=====

> Which formula does entry 3 have?

C30H33ClN8O5RhS

=====

> Which of these has the highest charge?

C26H41Hg2NO18S2